Record 1
ORCA calculation (ωB97M-V/def2-TZVPD) on a gas-phase ion, C3H4ClO3 (charge -1).

CARTESIAN COORDINATES (ANGSTROEM)
C1 -0.59 0.12 -1.17
C2 -0.42 0.04 0.30
O1 -0.57 1.22 0.96
Cl1 -1.62 -1.17 1.09
C3 1.19 -0.53 0.65
O2 1.70 0.08 1.58
O3 1.53 -1.43 -0.12
H1 -1.55 0.37 -1.59
H2 0.26 0.84 -1.39
H3 -0.22 -0.86 -1.70
H4 0.28 1.34 1.39

Properties
**Charge**: -1
**Molar mass**: 123.5 g mol⁻¹
**Lowest unoccupied orbital energy**: 3.8 eV
**SMILES**: C[C@@](O)(Cl)C(=O)[O-]
**Frontier orbital gap**: 8.17 eV

***

Record 2
ORCA calculation (ωB97M-V/def2-TZVPD) on C4H7NO in the gas phase.

CARTESIAN COORDINATES (ANGSTROEM)
C1 2.02 -0.29 0.25
C2 0.56 -0.20 -0.03
N1 -0.28 0.70 0.46
C3 -1.61 0.58 -0.14
C4 -1.54 -0.91 -0.39
O1 -0.08 -1.09 -0.67
H1 2.18 -0.64 1.27
H2 2.51 0.68 0.13
H3 2.46 -1.01 -0.45
H4 -2.40 0.86 0.57
H5 -1.64 1.30 -1.00
H6 -2.03 -1.22 -1.30
H7 -0.14 1.22 1.30

Properties
**Molar mass**: 85.1 g mol⁻¹
**Lowest unoccupied orbital energy**: 0.7 eV
**Frontier orbital gap**: 7.03 eV

***

Record 3
ORCA calculation (ωB97M-V/def2-TZVPD) on a molecular structure, C9H3BrNO3PbS4.

CARTESIAN COORDINATES (ANGSTROEM)
Pb1 -0.09 -0.63 -0.12
Br1 1.37 2.86 -0.08
C1 -0.18 2.94 1.02
C2 -0.53 4.14 1.62
C3 -1.67 4.12 2.40
C4 -2.39 2.94 2.55
C5 -1.95 1.80 1.90
N1 -0.85 1.81 1.14
C6 -2.74 0.47 2.06
O1 -3.74 0.56 2.78
O2 -2.29 -0.52 1.44
H1 0.06 5.03 1.47
H2 -2.00 5.03 2.90
H3 -3.28 2.86 3.15
O3 5.40 -2.22 -4.44
C7 4.48 -1.93 -3.72
S1 2.90 -1.39 -4.28
C8 2.13 -1.24 -2.70
C9 2.88 -1.56 -1.64
S2 2.42 -1.51 0.05
S3 4.53 -2.09 -1.96
S4 0.47 -0.68 -2.74

Properties
**Charge**: -1
**Molar mass**: 588.5 g mol⁻¹
**Lowest unoccupied orbital energy**: 2.4 eV
**Frontier orbital gap**: 7.11 eV

***

Record 4
ORCA calculation (ωB97M-V/def2-TZVPD) on 7 unconnected molecules or ions with the total composition C17H47NO7.

CARTESIAN COORDINATES (ANGSTROEM)
C1 -0.08 3.36 -0.68
C2 0.62 4.40 0.16
C3 0.26 5.78 -0.27
C4 0.20 4.17 1.65
C5 0.94 3.00 2.27
C6 2.43 2.99 2.00
C7 2.83 3.22 0.54
C8 4.24 3.49 0.53
C9 2.54 1.91 -0.25
N1 2.09 4.36 0.08
O1 2.46 4.55 -1.26
H1 -0.17 2.42 -0.17
H2 -1.03 3.83 -0.99
H3 0.54 3.16 -1.60
H4 -0.75 6.09 0.00
H5 0.88 6.55 0.24
H6 0.33 5.86 -1.37
H7 0.34 5.11 2.23
H8 -0.92 3.98 1.68
H9 0.74 2.97 3.37
H10 0.53 2.06 1.94
H11 2.87 2.04 2.28
H12 2.91 3.68 2.68
H13 4.44 4.45 1.01
H14 4.67 3.52 -0.49
H15 4.91 2.74 1.00
H16 3.32 1.20 -0.03
H17 2.62 2.16 -1.34
H18 1.59 1.48 -0.15
H19 2.67 5.52 -1.37
C10 -0.86 -0.22 -2.26
C11 -0.96 -0.76 -0.85
O2 0.28 -0.59 -0.15
H20 -1.10 0.85 -2.18
H21 -1.57 -0.69 -2.93
H22 0.16 -0.27 -2.69
H23 -1.19 -1.86 -0.84
H24 -1.84 -0.37 -0.28
H25 0.15 -0.81 0.83
C12 -4.89 -2.78 1.44
C13 -3.88 -2.65 0.34
O3 -4.42 -2.73 -0.90
H26 -5.15 -3.91 1.47
H27 -5.69 -2.11 1.17
H28 -4.40 -2.60 2.35
H29 -3.11 -3.46 0.47
H30 -3.41 -1.62 0.50
H31 -3.77 -3.08 -1.51
C14 -0.34 -0.42 3.35
O4 -0.53 -1.49 2.41
H32 0.43 0.24 3.08
H33 -1.28 0.07 3.41
H34 -0.12 -0.83 4.41
H35 -0.17 -2.31 2.71
C15 -1.82 -3.81 -4.32
O5 -1.82 -3.21 -3.04
H36 -2.57 -4.53 -4.50
H37 -1.90 -3.02 -4.99
H38 -0.79 -4.19 -4.36
H39 -1.59 -3.77 -2.26
C16 -0.98 -5.94 -0.29
O6 -0.82 -4.60 -0.60
H40 -0.27 -6.55 -0.82
H41 -0.76 -6.07 0.80
H42 -2.07 -6.30 -0.54
H43 0.12 -4.35 -0.38
C17 2.66 -3.37 -0.39
O7 1.30 -3.17 0.14
H44 2.87 -4.48 -0.30
H45 2.68 -3.14 -1.43
H46 3.41 -2.92 0.19
H47 1.00 -2.24 0.08

Properties
**Molar mass**: 377.6 g mol⁻¹
**Lowest unoccupied orbital energy**: 0.4 eV
**SMILES**: CC1(C)CCCC(C)(C)N1O.CCO.CCO.CO.CO.CO.CO
**Frontier orbital gap**: 8.82 eV

***

Record 5
ORCA calculation (ωB97M-V/def2-TZVPD) on C2H3Cl2N in the gas phase.

CARTESIAN COORDINATES (ANGSTROEM)
H1 0.88 -0.13 1.55
N1 0.38 -0.44 0.72
C1 -0.03 0.39 -0.10
C2 -0.55 -0.25 -1.49
Cl1 -2.21 0.17 -1.87
Cl2 0.69 0.25 -2.73
H2 0.06 1.42 0.02
H3 -0.63 -1.39 -1.21

Properties
**Molar mass**: 112.0 g mol⁻¹
**Lowest unoccupied orbital energy**: 0.9 eV
**SMILES**: [H]/N=C/C(Cl)Cl
**Frontier orbital gap**: 11.19 eV

***

Record 6
ORCA calculation (ωB97M-V/def2-TZVPD) on 2 unconnected molecules or ions with the total composition C3H4OS.

CARTESIAN COORDINATES (ANGSTROEM)
C1 -0.51 -0.28 0.04
C2 0.67 0.07 0.10
C3 2.13 0.09 -0.27
H1 -1.78 -0.41 0.41
H2 2.36 0.79 -0.99
H3 2.30 -0.85 -0.56
H4 2.57 0.35 0.69
O1 -3.77 -0.29 0.88
S1 -3.96 0.53 -0.31

Properties
**Molar mass**: 88.1 g mol⁻¹
**Lowest unoccupied orbital energy (spin up / spin down)**: -1.8 / -1.9 eV
**SMILES**: C#CC.O=S
**Frontier orbital gap (spin up / spin down)**: 7.73 / 7.70 eV

***

Record 7
ORCA calculation (ωB97M-V/def2-TZVPD) on C9H8BrN3 in the gas phase.

CARTESIAN COORDINATES (ANGSTROEM)
H1 3.20 -1.63 1.23
N1 2.58 -1.98 1.94
C1 1.33 -1.65 1.89
N2 0.64 -2.21 2.93
C2 0.67 -0.76 0.90
C3 -0.69 -0.57 0.83
C4 -0.94 0.38 -0.25
C5 -2.10 1.00 -0.69
C6 -2.02 1.79 -1.85
C7 -0.80 1.97 -2.53
Br1 -0.70 3.08 -4.06
C8 0.37 1.43 -2.01
C9 0.29 0.61 -0.88
N3 1.22 -0.08 -0.14
H2 1.17 -2.86 3.48
H3 -0.36 -2.21 2.93
H4 -1.41 -0.99 1.51
H5 -3.03 0.83 -0.16
H6 -2.91 2.22 -2.27
H7 1.29 1.61 -2.51
H8 2.22 0.03 -0.29

Properties
**Molar mass**: 238.1 g mol⁻¹
**Lowest unoccupied orbital energy**: 0.4 eV
**SMILES**: [H]/N=C(/N)c1cc2ccc(Br)cc2[nH]1
**Frontier orbital gap**: 8.77 eV

***

Record 8
ORCA calculation (ωB97M-V/def2-TZVPD) on 2 unconnected molecules or ions with the total composition C5H12NS.

CARTESIAN COORDINATES (ANGSTROEM)
C1 0.02 -0.86 1.74
C2 -2.42 -0.18 0.16
C3 -0.92 0.96 -1.40
C4 3.36 -0.52 -0.31
C5 -1.15 0.63 0.10
N1 -0.01 0.01 0.83
S1 2.49 1.04 -0.32
H1 0.87 -1.23 2.25
H2 -0.98 -1.02 2.15
H3 -2.56 -0.91 -0.61
H4 -2.36 -0.71 1.15
H5 -3.27 0.49 0.02
H6 -0.79 0.10 -2.09
H7 -0.02 1.71 -1.62
H8 -1.76 1.50 -1.81
H9 3.99 -0.41 0.58
H10 3.97 -0.70 -1.29
H11 2.74 -1.40 -0.17
H12 -1.19 1.50 0.65

Properties
**Charge**: +1
**Molar mass**: 118.2 g mol⁻¹
**Lowest unoccupied orbital energy (spin up / spin down)**: -7.8 / -7.7 eV
**Frontier orbital gap (spin up / spin down)**: 5.96 / 6.06 eV

***

It is found that the total energy values, taken in the order of the records, are -802.70352, -286.49525, -4985.03163, -1257.18019, -1053.10848, -589.94292, -3086.04966, -650.22572 Ha.
It is found that the energy relative to the best compared isomer or geometry (same formula, charge and spin) values, taken in the order of the records, are 55.6, 358.1, 33.5, 164.1, 38.1, 477.1, 0.0, 496.3 kJ/mol.